The following is a quantum chemistry calculation of 3 unconnected molecules or ions with the total composition H6O3 in a non-equilibrium geometry, from OMol25.

XYZ file:
```
9
Properties=species:S:1:pos:R:3:lowdin_charge:R:1
O 0.9089 -1.1304 0.0698 -0.03
H 1.4642 -1.4802 -0.5671 0.02
H -0.4280 1.0610 -0.0981 0.03
H -1.6415 -0.5919 0.8999 0.13
H 0.7211 1.9459 0.5760 0.09
O -1.7499 -0.1845 -0.1073 -0.24
H 0.9977 -0.2169 -0.0399 -0.08
O 0.5479 1.2703 -0.1238 -0.09
H -0.8203 -0.6733 -0.6096 0.15
```

Its total charge is 0. As for the energy above the lowest of the compared OMol25 structures with the same formula, charge and spin: 130.25 kJ/mol. The value obtained for the HOMO-LUMO gap is 12.06 eV. For the LUMO energy, the calculation gives 0.75 eV.